1.
ORCA calculation (ωB97M-V/def2-TZVPD) on a 2-piece molecular cluster, C8H17N2 overall at a distorted geometry.

Summary:
Energy: -11541.9418 eV
HOMO: -13.26 eV
Strongest force on any atom: 5.20 eV Å⁻¹
Frontier orbital gap: 0.37036 hartree
Energy relative to the best compared isomer or geometry (same formula, charge and spin): 410.4 kJ/mol

Structure (ORCA input):
```
! RIJCOSX wB97M-V def2-TZVPD def2/J DEFGRID3
* xyz 1 1
C -2.17480 -0.14299 -0.33961
C -0.07134 0.10068 -0.84750
C 0.90276 -0.67666 -0.01951
C 0.71046 0.88266 0.05676
C 2.07186 -1.26226 -0.83550
C 0.38780 -1.66723 1.02823
C 0.06353 1.35143 1.36478
C 1.73997 1.76620 -0.58887
N -2.80530 0.98696 -0.38054
N -2.63804 -1.32002 -0.12503
H -0.31793 0.13774 -1.86048
H 2.17998 -0.62190 -1.62691
H 1.61729 -2.25286 -1.20794
H 3.01187 -1.24542 -0.14580
H 1.28203 -1.82975 1.56284
H 0.21249 -2.46821 0.42921
H -0.46179 -1.30008 1.56013
H 0.81857 1.78528 1.99626
H -0.31016 0.57209 1.89264
H -0.61516 2.23643 1.05259
H 1.51781 2.79785 -0.74394
H 1.91866 1.33265 -1.55420
H 2.63366 1.73024 0.14944
H -2.33705 1.79521 -0.62769
H -3.79146 0.99038 -0.58259
H -1.98819 -2.07377 0.15033
H -3.55752 -1.60464 0.24290
*
```

Mulliken population analysis, charges in e, atoms 1 to 8: C 0.23; C -0.88; C 1.19; C 1.76; C -1.36; C -2.29; C -1.48; C -1.51



2.
ORCA calculation (ωB97M-V/def2-TZVPD) on C4H5AgNaO2 as an isolated structure at a distorted geometry.

Summary:
Energy: -16727.7303 eV
HOMO (spin up / spin down): -9.12 / -9.33 eV
Strongest force on any atom: 2.29 eV Å⁻¹
Frontier orbital gap (spin up / spin down): 0.10405 / 0.11171 hartree
Energy relative to the best compared isomer or geometry (same formula, charge and spin): 254.8 kJ/mol

Structure (ORCA input):
```
! RIJCOSX wB97M-V def2-TZVPD def2/J DEFGRID3
* xyz 1 1
H 3.05758 -0.28852 0.72527
C 1.38828 0.42408 0.13137
C 0.56199 -0.78791 -0.13100
C -0.77870 -0.91137 -0.05305
C -1.69919 0.18616 0.22516
O -2.91307 0.01182 0.25425
Ag -5.50511 1.13109 0.57096
H 0.87908 1.18128 0.76269
H 1.14044 -1.62770 -0.52881
H -1.24892 -1.87011 -0.28470
H -1.29357 1.20812 0.33414
O 2.11457 0.84276 -0.82604
Na 4.29662 0.50031 -1.18025
*
```

Mulliken population analysis, charges in e, atoms 1 to 8: H -0.11; C -0.11; C -0.04; C -0.33; C -0.11; O -0.46; Ag 0.92; H 0.21



3.
ORCA calculation (ωB97M-V/def2-TZVPD) on the molecule C4H8N2O2 at a distorted geometry.

Summary:
Energy: -11350.1180 eV
HOMO: -8.28 eV
SMILES string: [H]/N=N\C(C)=C(/O)OC
Strongest force on any atom: 1.60 eV Å⁻¹
Frontier orbital gap: 0.32420 hartree
Energy relative to the best compared isomer or geometry (same formula, charge and spin): 385.4 kJ/mol

Structure (ORCA input):
```
! RIJCOSX wB97M-V def2-TZVPD def2/J DEFGRID3
* xyz 0 1
C 0.82944 -1.88739 -0.56353
C -1.53231 -0.42848 0.65695
C 0.73735 0.46796 -0.00332
C -0.57726 0.67437 0.27589
O 1.41824 -0.71016 -0.04780
O 1.59764 1.49006 -0.20064
N -1.18647 1.91398 0.36593
N -0.73664 2.99674 0.01094
H 2.49546 1.12863 -0.24526
H 0.20416 3.00354 -0.42558
H 1.66568 -2.50919 -0.88464
H 0.25904 -2.42172 0.19668
H 0.18981 -1.66341 -1.41955
H -2.41735 0.05154 1.06682
H -1.83828 -1.02588 -0.20052
H -1.10851 -1.08060 1.41765
*
```

Mulliken population analysis, charges in e, atoms 1 to 8: C -0.76; C -1.10; C 0.75; C 0.48; O -0.48; O -0.50; N 0.04; N -0.90



4.
ORCA calculation (ωB97M-V/def2-TZVPD) on a 2-piece molecular cluster, C2H6N2O overall at a distorted geometry.

Summary:
Energy: -7194.5414 eV
HOMO (spin up / spin down): -8.44 / -8.44 eV
SMILES string: [H]/N=N/[H].CC=O
Strongest force on any atom: 4.35 eV Å⁻¹
Frontier orbital gap (spin up / spin down): 0.30017 / 0.30013 hartree
Energy relative to the best compared isomer or geometry (same formula, charge and spin): 506.2 kJ/mol

Structure (ORCA input):
```
! RIJCOSX wB97M-V def2-TZVPD def2/J DEFGRID3
* xyz 0 1
C -1.68423 0.30326 0.32537
C -0.52557 -0.64979 0.13756
O 0.42644 -0.65057 0.97746
H -0.78146 -1.59140 -0.38117
H -2.14312 0.54787 -0.63478
H -1.34948 1.22217 0.81442
H -2.43252 -0.16508 0.96931
N 1.87019 -0.15104 -0.88557
N 2.55224 0.73988 -0.45385
H 3.45752 0.46515 -0.04240
H 0.61000 -0.07046 -0.82637
*
```

Mulliken population analysis, charges in e, atoms 1 to 8: C -0.98; C 0.15; O -0.51; H 0.36; H 0.32; H 0.29; H 0.29; N -0.17



5.
ORCA calculation (ωB97M-V/def2-TZVPD) on C49H46F4HgN7SSb as an isolated structure.

Summary:
Energy: -94407.3718 eV
HOMO (spin up / spin down): -1.79 / -4.64 eV
Strongest force on any atom: 0.54 eV Å⁻¹
Frontier orbital gap (spin up / spin down): 0.15813 / 0.26286 hartree
Energy relative to the best compared isomer or geometry (same formula, charge and spin): 0.0 kJ/mol

Structure (ORCA input):
```
! RIJCOSX wB97M-V def2-TZVPD def2/J DEFGRID3
* xyz -1 2
Hg -0.26739 0.62369 0.65159
C 3.03966 1.17907 -1.01758
N 2.58763 0.19344 -0.05024
C 3.43774 0.18987 1.12550
C 2.43544 -1.13397 -0.62642
C 1.28214 -1.92255 -0.01023
N -0.00306 -1.30776 -0.35570
C -1.06250 -2.08950 -0.65575
C -2.21344 -1.50910 -1.24883
F -2.20715 -0.20087 -1.50748
C -3.33199 -2.22881 -1.59155
F -4.36046 -1.57594 -2.15376
C -3.41915 -3.59644 -1.41763
C -2.31444 -4.19080 -0.85092
F -2.33032 -5.51150 -0.61798
C -1.19051 -3.48773 -0.47275
F -0.24410 -4.19832 0.16671
H 4.05512 0.96303 -1.39449
H 3.04353 2.16704 -0.55425
H 2.35501 1.20603 -1.86733
H 4.46392 -0.13552 0.88115
H 3.03126 -0.48710 1.88031
H 3.47473 1.19030 1.55770
H 3.36848 -1.71518 -0.53632
H 2.23528 -1.01829 -1.68997
H 1.41706 -1.96040 1.08159
H 1.36046 -2.94159 -0.38046
H -4.29360 -4.16103 -1.70718
C 0.64082 -1.77090 4.03073
N 0.55143 -0.52567 3.28965
C 1.05846 0.50268 3.84651
C 1.22001 1.80331 3.23848
C 1.92870 2.87921 3.78411
C 1.94950 3.87895 2.79991
C 1.23860 3.36388 1.71220
N 0.78964 2.12260 1.97572
C -0.51050 -2.73290 3.81236
C -1.44591 -2.55665 2.80238
C -2.46213 -3.48644 2.60605
C -2.55386 -4.60559 3.41861
C -1.62495 -4.78752 4.43767
C -0.61528 -3.85670 4.63089
H 0.74545 -1.58580 5.10826
H 1.55892 -2.28475 3.71908
H 1.47245 0.42752 4.86206
H 2.38804 2.90536 4.76469
H 2.40857 4.85645 2.86148
H 1.00925 3.83383 0.76351
H -1.38126 -1.68690 2.17506
H -3.17932 -3.32949 1.80598
H -3.34126 -5.33273 3.26085
H -1.68719 -5.65749 5.08133
H 0.10782 -4.00440 5.42844
C -2.36002 2.75081 4.30697
N -2.11126 3.39759 3.03418
C -1.75253 4.71732 2.84177
C -1.57199 4.88420 1.51791
N -1.83115 3.66770 0.90229
C -2.18966 2.76132 1.84008
S -2.70076 1.15614 1.61728
C -1.63605 3.42063 -0.49527
C -2.14724 4.30921 -1.41595
C -1.88061 4.14707 -2.77157
C -1.06946 3.01480 -3.13532
C -0.61618 2.18159 -2.15494
N -0.84060 2.33349 -0.81938
H -2.32441 3.50760 5.08706
H -1.59881 1.99359 4.48874
H -3.33280 2.26666 4.29799
H -1.60662 5.39900 3.66402
H -1.21405 5.72747 0.95268
H -2.78057 5.11819 -1.06430
H -2.30413 4.81045 -3.51248
H -0.82926 2.80119 -4.17137
H -0.03373 1.30409 -2.42006
C 3.07605 -5.27084 -3.11925
C 3.67657 -4.08511 -3.52427
C 2.89669 -2.96701 -3.79874
C 1.50787 -3.02156 -3.68001
C 0.91670 -4.21637 -3.26524
C 1.69441 -5.33413 -2.98668
Sb 0.28893 -1.27630 -3.94567
C 1.43753 -0.42269 -5.55031
C 1.72449 0.94002 -5.46670
C 2.47192 1.57507 -6.45503
C 2.94167 0.85012 -7.54041
C 2.66666 -0.51067 -7.63437
C 1.92332 -1.14041 -6.64474
C -1.21742 -2.26559 -5.10827
C -2.53374 -1.85110 -4.90342
C -3.58701 -2.46402 -5.57554
C -3.33143 -3.49826 -6.46453
C -2.02281 -3.91896 -6.68012
C -0.97452 -3.30851 -6.00333
H 3.68364 -6.14195 -2.90264
H 4.75443 -4.02739 -3.62229
H 3.38029 -2.04580 -4.10920
H -0.16205 -4.27829 -3.14702
H 1.21911 -6.25063 -2.65737
H 1.35884 1.52345 -4.62553
H 2.68447 2.63485 -6.37127
H 3.52259 1.34148 -8.31288
H 3.03373 -1.08210 -8.48031
H 1.73349 -2.20495 -6.72447
H -2.74769 -1.03749 -4.21632
H -4.60397 -2.13446 -5.39227
H -4.14987 -3.98257 -6.98619
H -1.81955 -4.72941 -7.37144
H 0.03600 -3.67098 -6.15763
*
```

Mulliken population analysis, charges in e, atoms 1 to 8: Hg 2.79; C -1.04; N 0.93; C -1.26; C -0.46; C -0.97; N 1.03; C 0.78



6.
ORCA calculation (ωB97M-V/def2-TZVPD) on C35H26N3O6PbSSi as an isolated structure.

Summary:
Energy: -77424.8098 eV
HOMO: -11.00 eV
Strongest force on any atom: 0.17 eV Å⁻¹
Frontier orbital gap: 0.26795 hartree
Energy relative to the best compared isomer or geometry (same formula, charge and spin): 84.8 kJ/mol

Structure (ORCA input):
```
! RIJCOSX wB97M-V def2-TZVPD def2/J DEFGRID3
* xyz 1 1
Pb 0.81786 1.36836 0.35465
C -1.65591 0.68387 2.56322
C -0.45682 -0.10608 2.98937
C -0.50495 -0.91996 4.13688
C 0.59905 -1.63014 4.50012
C 1.77782 -1.56184 3.72720
C 2.94124 -2.28357 4.06983
C 4.04978 -2.18855 3.28229
C 4.03345 -1.38501 2.12845
C 2.91849 -0.67170 1.75929
S 3.00954 0.25387 0.25711
C 1.76156 -0.74155 2.57746
N 0.64008 -0.02624 2.25529
H -2.48581 0.53446 3.24978
H -1.96953 0.36943 1.56558
H -1.42516 1.75283 2.54404
H -1.41924 -0.96685 4.71062
H 0.58663 -2.25744 5.38291
H 2.93189 -2.90416 4.95611
H 4.94939 -2.73403 3.53144
H 4.91864 -1.33204 1.50796
C -1.40178 4.63693 4.60159
C -0.09182 4.28661 4.29231
C 0.27345 4.09084 2.97161
C -0.66664 4.23748 1.94365
C -1.97890 4.58989 2.26950
C -2.34172 4.79393 3.59368
Si -0.18611 3.90226 0.19937
C 1.33696 4.71044 -0.42979
C 1.95054 4.24228 -1.60085
C 3.09847 4.85073 -2.07805
C 3.64280 5.93306 -1.39620
C 3.04378 6.40727 -0.23851
C 1.89676 5.79738 0.24752
C -1.54479 3.58967 -0.99836
C -2.63926 2.79275 -0.63963
C -3.65904 2.54861 -1.54403
C -3.59789 3.09981 -2.81886
C -2.51735 3.88710 -3.19097
C -1.49390 4.13051 -2.28672
H -1.68735 4.79275 5.63346
H 0.64051 4.17262 5.08037
H 1.30012 3.82354 2.73905
H -2.72030 4.71076 1.48831
H -3.35686 5.07698 3.83764
H 1.52948 3.40000 -2.14163
H 3.56906 4.48506 -2.98075
H 4.53814 6.40989 -1.77239
H 3.46866 7.25282 0.28540
H 1.43287 6.17518 1.15095
H -2.69815 2.36260 0.35428
H -4.50363 1.93620 -1.25658
H -4.39904 2.91782 -3.52310
H -2.47322 4.31441 -4.18389
H -0.65576 4.74818 -2.58575
O 0.45296 1.06094 -2.07250
C -0.48090 0.28675 -1.77527
O -0.68547 -0.06037 -0.55853
C -1.39865 -0.23288 -2.82374
C -1.24979 0.21496 -4.13018
C -2.14277 -0.22926 -5.08371
C -3.17126 -1.10479 -4.79377
C -3.28310 -1.52646 -3.48319
C -2.42137 -1.10961 -2.48836
N -4.38410 -2.44935 -3.12760
O -5.11712 -2.80647 -4.02135
O -4.47761 -2.77181 -1.96190
N -2.00871 0.27083 -6.46988
O -1.14687 1.09906 -6.67520
O -2.77085 -0.17746 -7.29577
H -0.45923 0.90145 -4.39348
H -3.85838 -1.44089 -5.55574
H -2.54856 -1.45799 -1.47457
*
```

Mulliken population analysis, charges in e, atoms 1 to 8: Pb 0.94; C -0.85; C 1.04; C -0.99; C -0.78; C 1.08; C -0.89; C -0.69



7.
ORCA calculation (ωB97M-V/def2-TZVPD) on the molecule C31H36N2O7.

Summary:
Energy: -50042.4915 eV
HOMO: -8.10 eV
SMILES string: C=CCOc1ccc([C@H]2/C(=C(\O)c3ccc4c(c3)C[C@@H](C)O4)C(=O)C(=O)N2CCN2CCOCC2)cc1OCC
Strongest force on any atom: 0.85 eV Å⁻¹
Frontier orbital gap: 0.29317 hartree
Energy relative to the best compared isomer or geometry (same formula, charge and spin): 83.5 kJ/mol

Structure (ORCA input):
```
! RIJCOSX wB97M-V def2-TZVPD def2/J DEFGRID3
* xyz 0 1
C -4.90425 -3.55871 0.50315
C -4.33657 -4.41627 1.32885
C -2.92962 -4.93329 1.20202
O -2.14930 -4.30793 0.21206
C -1.74683 -3.02193 0.40608
C -2.01451 -2.25467 1.52525
C -1.55923 -0.94578 1.61266
C -0.82746 -0.39280 0.58314
C -0.54485 -1.15719 -0.54747
C -0.99068 -2.46154 -0.65181
O -0.77305 -3.27947 -1.71207
C -0.05339 -2.78026 -2.82237
C 0.01630 -3.89060 -3.85877
H -0.98718 -4.18289 -4.15491
H 0.51826 -4.75802 -3.43930
H 0.56234 -3.54658 -4.73241
H -0.56310 -1.90147 -3.24127
H 0.95895 -2.48182 -2.51493
H 0.02386 -0.70543 -1.34577
C -0.38401 1.05208 0.61381
N -1.02085 1.79751 -0.45446
C -0.17579 2.26720 -1.39973
O -0.50276 2.84852 -2.41213
C 1.24157 1.93230 -0.93774
O 2.25367 2.18706 -1.55439
C 1.08613 1.22612 0.32337
C 2.05026 0.66030 1.08943
C 3.49073 0.81940 0.87124
C 4.04877 2.07472 0.63402
C 5.41178 2.23610 0.46692
C 6.21472 1.10919 0.52789
C 5.67052 -0.15471 0.77014
C 4.31896 -0.30808 0.95590
H 3.89786 -1.29137 1.11985
C 6.79201 -1.15002 0.78011
H 6.63628 -1.94932 0.05453
H 6.91289 -1.60383 1.76599
C 8.00624 -0.27277 0.39649
C 8.56761 -0.62126 -0.97751
H 8.97397 -1.62915 -0.97018
H 9.35673 0.07765 -1.24158
H 7.78113 -0.55501 -1.72615
H 8.80423 -0.33000 1.14568
O 7.55402 1.09120 0.38403
H 5.84296 3.20657 0.28713
H 3.40415 2.93684 0.59415
O 1.66452 -0.10796 2.13402
H 2.44232 -0.44363 2.60072
C -2.45150 1.82563 -0.59882
H -2.65423 2.25177 -1.58448
H -2.83392 0.79944 -0.55667
C -3.12413 2.67500 0.49960
N -4.56746 2.66379 0.50600
C -5.17177 1.38211 0.81821
H -4.70002 0.96973 1.71223
C -6.66239 1.61264 1.07778
O -7.29305 2.18589 -0.04258
C -6.68370 3.40978 -0.38428
H -7.21102 3.77792 -1.26571
C -5.19302 3.22619 -0.67711
H -4.73777 4.19326 -0.89602
H -5.08349 2.57033 -1.55653
H -6.80160 4.12669 0.44205
H -7.17470 0.66787 1.26787
H -6.77587 2.27509 1.94916
H -5.06785 0.65613 -0.00593
H -2.79808 3.71342 0.39263
H -2.79867 2.31245 1.47881
H -0.63782 1.48500 1.59052
H -1.78388 -0.36445 2.49392
H -2.60042 -2.65728 2.33556
H -2.96514 -5.98615 0.89706
H -2.42744 -4.88763 2.18062
H -4.87722 -4.82712 2.17126
H -5.91985 -3.22897 0.63647
H -4.37361 -3.15432 -0.34242
*
```

Mulliken population analysis, charges in e, atoms 1 to 8: C -0.58; C -0.23; C -0.59; O -0.44; C 0.90; C -0.45; C -1.09; C -0.54



8.
ORCA calculation (ωB97M-V/def2-TZVPD) on the molecule C6H5F at a distorted geometry.

Summary:
Energy: -9016.8735 eV
HOMO: -8.68 eV
SMILES string: C#C/C=C(/F)C=C
Strongest force on any atom: 5.68 eV Å⁻¹
Frontier orbital gap: 0.31318 hartree
Energy relative to the best compared isomer or geometry (same formula, charge and spin): 290.8 kJ/mol

Structure (ORCA input):
```
! RIJCOSX wB97M-V def2-TZVPD def2/J DEFGRID3
* xyz 0 1
C -0.19668 0.77020 -0.38047
C 1.02231 0.97658 0.30411
C 1.72428 0.17951 1.12396
C -1.01297 -0.31115 -0.56296
C -0.76292 -1.59128 -0.06487
C -0.55000 -2.63733 0.59354
H 1.45837 1.96690 0.25403
H 2.62501 0.59625 1.47481
H 1.53287 -0.88931 1.35359
H -1.82433 -0.19910 -1.22127
H -0.28040 -3.39550 1.34372
F -0.53951 1.95573 -1.03163
*
```

Mulliken population analysis, charges in e, atoms 1 to 8: C 0.46; C -0.02; C -0.77; C -0.42; C -0.26; C -0.18; H 0.27; H 0.26